1.
DFT (ωB97M-V with the def2-TZVPD basis set) results for one molecule with the formula C22H37N3O2S.

CARTESIAN COORDINATES (ANGSTROEM)
C: 6.39204 2.03991 -1.85073
C: 5.97306 1.16569 -0.67924
O: 4.83043 1.74154 -0.08245
C: 4.43473 1.16081 1.13618
C: 3.73280 -0.19174 0.98275
H: 3.45294 -0.55397 1.97270
H: 4.41257 -0.91993 0.53305
C: 2.47773 -0.04847 0.11899
N: 1.82394 -1.31178 -0.13476
C: 0.99692 -1.89972 0.75778
N: 0.57543 -3.16688 0.51437
C: 0.62341 -3.78687 -0.79388
C: -0.59019 -3.33740 -1.61901
H: -0.80528 -4.08108 -2.38579
C: -1.82199 -3.14469 -0.70450
N: -1.95774 -1.77175 -0.27495
C: -2.80327 -0.90452 -0.87652
O: -3.52510 -1.23823 -1.79526
C: -2.74595 0.51849 -0.31812
C: -3.80372 1.37436 -1.02073
C: -3.74102 2.80999 -0.50657
C: -2.35719 3.39462 -0.78468
C: -1.30053 2.54770 -0.07826
C: -1.56009 2.54845 1.42741
C: -2.95020 1.97698 1.70264
C: -4.00672 2.82458 0.99755
H: -5.00244 2.42497 1.20337
H: -3.97244 3.84994 1.37357
C: -3.01069 0.53703 1.19253
H: -3.99386 0.10609 1.39694
H: -2.26481 -0.05302 1.72865
H: -3.13701 1.98067 2.78251
H: -1.49138 3.56678 1.81661
H: -0.80696 1.94189 1.93562
C: -1.35847 1.11248 -0.59901
H: -1.16325 1.09432 -1.67456
H: -0.58569 0.52052 -0.10598
H: -0.30490 2.96159 -0.27808
H: -2.16716 3.40503 -1.86058
H: -2.30823 4.42533 -0.42542
H: -4.50120 3.41067 -1.01892
H: -3.63195 1.34705 -2.09838
H: -4.79218 0.94823 -0.83858
H: -1.37564 -1.44820 0.48275
C: -1.72429 -4.07637 0.50499
H: -1.70767 -5.10564 0.14378
H: -2.60628 -3.95685 1.13326
C: -0.46197 -3.77203 1.33243
H: -0.68811 -3.08685 2.15078
H: -0.06337 -4.69605 1.76555
H: -2.72885 -3.35906 -1.28029
H: -0.38253 -2.38916 -2.11680
H: 1.55650 -3.57124 -1.31670
H: 0.59107 -4.86712 -0.62832
S: 0.50455 -1.05530 2.10952
H: 2.25774 -1.88799 -0.83869
H: 1.76694 0.60642 0.62748
H: 2.73852 0.39791 -0.84265
H: 3.74065 1.87897 1.58037
H: 5.30292 1.04876 1.80315
H: 6.78683 1.10125 0.06036
H: 5.75734 0.14611 -1.03393
H: 7.26980 1.62017 -2.33416
H: 6.61987 3.04222 -1.49981
H: 5.58154 2.10436 -2.57128

Calculated values
structure (SMILES)	CCOCCCNC(=S)N1CCC(NC(=O)[C@]23C[C@H]4C[C@H](C[C@H](C4)C2)C3)CC1
lowest unoccupied orbital energy	0.017	Ha
charge	0
E_HOMO	-8.37	eV
relative energy (zero: lowest compared OMol25 entry of this formula, charge and spin)	0.0	kcal per mole
gap between HOMO and LUMO	8.84	eV

=====

2.
DFT (ωB97M-V with the def2-TZVPD basis set) results for C3H3NO2 as an isolated structure.

CARTESIAN COORDINATES (ANGSTROEM)
C: -1.04389 -0.18767 0.12920
O: -0.63857 1.00157 -0.56151
C: 0.69816 0.97758 -0.56645
O: 1.47257 1.75158 -1.02516
C: 0.94257 -0.33868 0.18517
N: 1.56854 -1.24701 0.67669
H: 0.21433 -1.20584 0.67946
H: -1.60259 0.08009 1.02780
H: -1.61112 -0.83163 -0.54521

Calculated values
lowest unoccupied orbital energy	-0.004	Ha
charge	0
E_HOMO	-9.47	eV
relative energy (zero: lowest compared OMol25 entry of this formula, charge and spin)	127.3	kcal per mole
gap between HOMO and LUMO	9.37	eV

=====

3.
DFT (ωB97M-V with the def2-TZVPD basis set) results for C19H38BrCaClKN2O13S as an isolated structure.

CARTESIAN COORDINATES (ANGSTROEM)
C: -2.24497 -1.50624 -5.12882
C: -1.32600 -2.17926 -4.07478
C: -1.93036 -2.89031 -2.95172
C: -1.03715 -3.54481 -2.00055
N: 0.31450 -3.50099 -2.17788
C: 0.92766 -2.83230 -3.20791
C: 0.13408 -2.12910 -4.23032
H: -1.79370 -0.57991 -5.55762
H: -2.35150 -2.25268 -5.96737
H: -3.26470 -1.29329 -4.72568
H: -3.02638 -2.94792 -2.81471
H: -1.46535 -4.10997 -1.05941
H: 0.89799 -3.99374 -1.49736
H: 2.03691 -2.80141 -3.28479
H: 0.63261 -1.58291 -5.10781
C: 2.60804 -0.55270 -6.64424
O: 1.44872 -0.67648 -7.15931
H: 3.25706 0.28637 -7.02638
H: 2.66278 -0.36988 -5.54175
H: 3.30640 -1.41921 -6.74006
C: 5.60482 -1.66049 1.18639
O: 4.33248 -2.29444 1.05882
C: 3.33331 -1.46210 0.76088
O: 3.43055 -0.27691 0.59645
O: 2.17371 -2.17516 0.64314
C: 1.02872 -1.37734 0.30013
H: 6.33247 -2.43228 1.42851
H: 5.89753 -1.18849 0.24726
H: 5.58998 -0.93035 1.99633
H: 1.17232 -0.89665 -0.66835
H: 0.83587 -0.63666 1.07634
H: 0.17339 -2.04499 0.23555
Ca: 4.90169 -0.43111 -6.34388
O: 4.66977 0.89338 -2.98416
H: 3.92577 1.20002 -2.45112
H: 5.32347 0.61119 -2.33292
Cl: -1.11676 -4.27972 0.59680
C: 3.27679 2.68445 3.29012
C: 4.71107 2.23462 3.09745
O: 5.59364 2.88779 4.01985
C: 5.54502 2.44039 5.27990
O: 4.84421 1.55314 5.69296
O: 6.39734 3.16931 6.01110
C: 6.36743 2.86540 7.40590
H: 3.20585 3.77265 3.22777
H: 2.63062 2.24055 2.53104
H: 2.89920 2.39611 4.27162
H: 5.04572 2.51493 2.09785
H: 4.80865 1.15006 3.17922
H: 6.52959 1.80210 7.58278
H: 5.41795 3.18489 7.83674
H: 7.17173 3.42313 7.88221
C: -6.99418 -0.73304 -0.56951
C: -6.58139 -1.98359 -1.32128
O: -5.86835 -1.50853 -2.46423
S: -5.09860 -0.14001 -2.07937
O: -3.74929 -0.46293 -1.75942
O: -5.44695 0.85184 -3.03111
O: -5.88535 0.16315 -0.69873
H: -7.86773 -0.26435 -1.02847
H: -7.20125 -0.93259 0.48079
H: -7.43453 -2.58714 -1.62443
H: -5.89571 -2.59451 -0.72599
C: -4.52567 3.77297 3.63944
C: -5.55367 2.73796 3.26280
O: -6.05648 1.99102 4.08864
N: -5.91998 2.64806 1.95516
C: -5.44885 3.42960 0.82878
H: -4.34127 3.71991 4.71027
H: -3.58689 3.58063 3.11684
H: -4.89161 4.77306 3.40071
H: -6.61065 1.93387 1.78397
H: -6.30757 3.93138 0.37860
H: -5.01196 2.74489 0.09926
H: -4.70882 4.16926 1.11997
Br: 2.25722 -2.62775 2.65904
K: -3.11095 -4.67381 1.92405

Calculated values
lowest unoccupied orbital energy	-0.187	Ha
charge	+1
E_HOMO	-6.68	eV
gap between HOMO and LUMO	1.59	eV

=====

4.
DFT (ωB97M-V with the def2-TZVPD basis set) results for one molecule with the formula C3H5IN2.

CARTESIAN COORDINATES (ANGSTROEM)
C: -0.61019 -0.47306 -1.76312
C: -0.05097 0.65449 -1.40712
C: 0.25298 -0.41128 -0.46910
N: 0.17898 0.55630 1.60918
N: -0.37452 -0.48978 0.76001
I: -0.34232 2.68051 -1.19512
H: -1.17237 -1.09699 -2.38929
H: 1.37524 -0.88430 -0.52088
H: 1.26508 0.54029 1.43104
H: -0.03815 0.27482 2.58118
H: -0.48377 -1.35099 1.36321

Calculated values
structure (SMILES)	NN[C@H]1C=C1I
lowest unoccupied orbital energy	0.017	Ha
charge	0
E_HOMO	-8.21	eV
relative energy (zero: lowest compared OMol25 entry of this formula, charge and spin)	79.6	kcal per mole
gap between HOMO and LUMO	8.68	eV

=====

5.
DFT (ωB97M-V with the def2-TZVPD basis set) results for one molecule with the formula C3N2O.

CARTESIAN COORDINATES (ANGSTROEM)
O: -0.03684 1.81334 -0.10936
C: -0.01820 0.61610 -0.03709
C: -1.20631 -0.24666 0.01296
N: -2.03732 -1.04889 0.06310
C: 1.20326 -0.19991 0.01325
N: 2.09541 -0.93398 0.05714

Calculated values
structure (SMILES)	N#CC(=O)C#N
lowest unoccupied orbital energy	-0.079	Ha
charge	0
E_HOMO	-12.82	eV
relative energy (zero: lowest compared OMol25 entry of this formula, charge and spin)	5.7	kcal per mole
gap between HOMO and LUMO	10.67	eV

=====

6.
DFT (ωB97M-V with the def2-TZVPD basis set) results for a 4-piece molecular cluster, C20H58BBrFN9O5P3 overall.

CARTESIAN COORDINATES (ANGSTROEM)
F: 1.25272 -2.60512 6.69142
B: 0.25746 -1.57947 6.94226
O: -0.56595 -2.02660 8.09517
C: -1.67212 -2.62212 7.44579
C: -1.94737 -1.55996 6.37597
Br: -2.50596 0.08828 7.34948
O: -0.70681 -1.49652 5.80041
H: 0.91445 -0.57056 7.17052
H: -2.44871 -2.84367 8.17385
H: -1.30983 -3.50410 6.90879
H: -2.65072 -1.81491 5.58851
O: -1.71599 3.02642 5.14466
P: -1.56370 4.45839 4.76417
N: 0.09137 4.55075 4.30916
C: 1.13256 4.14059 5.24518
C: 0.30573 3.89557 3.02200
N: -1.93706 5.18901 6.32213
C: -0.91434 5.48671 7.30291
C: -3.09859 4.58813 6.97039
N: -1.95454 5.88613 3.92015
C: -1.05255 6.98021 3.65846
C: -3.35502 6.15079 3.64296
H: 2.10527 4.21486 4.75486
H: 1.00937 3.11259 5.60409
H: 1.18308 4.80725 6.10215
H: -0.41832 4.25327 2.28387
H: 0.19904 2.80681 3.09745
H: 1.29982 4.12698 2.63309
H: -0.40100 4.58707 7.67337
H: -1.36702 5.99302 8.15906
H: -0.17328 6.18304 6.90445
H: -2.85875 3.63796 7.46393
H: -3.88745 4.38946 6.24257
H: -3.50583 5.28030 7.71238
H: -0.33849 7.13181 4.46641
H: -1.62829 7.90290 3.55303
H: -0.48725 6.83516 2.73174
H: -3.78699 6.83417 4.38766
H: -3.93432 5.22577 3.66528
H: -3.49106 6.58589 2.64865
O: -0.18561 2.17470 -0.27905
P: 0.64948 1.31349 -1.19668
N: 2.19212 1.80467 -0.58111
C: 2.49989 3.21802 -0.40650
C: 2.51205 1.08181 0.65248
N: 0.10890 2.12956 -2.68126
C: 0.69733 3.36868 -3.13202
C: -1.34203 2.18425 -2.81815
N: 1.51796 0.21590 -2.21244
C: 2.87429 0.36663 -2.68886
C: 0.76143 -0.84772 -2.84949
H: 3.48842 3.33346 0.04225
H: 1.77946 3.73721 0.23412
H: 2.56071 3.74181 -1.35857
H: 2.36317 0.00721 0.51368
H: 1.88238 1.40423 1.48946
H: 3.55914 1.23202 0.91918
H: 0.53557 4.20066 -2.42761
H: 0.26059 3.65049 -4.09319
H: 1.76781 3.25942 -3.31427
H: -1.79264 2.98176 -2.21083
H: -1.79528 1.24042 -2.50879
H: -1.61013 2.34570 -3.86552
H: 3.13370 1.40652 -2.87588
H: 2.98225 -0.17522 -3.63238
H: 3.60750 -0.04276 -1.98823
H: 0.49459 -0.57937 -3.88214
H: -0.16413 -1.04371 -2.30538
H: 1.32459 -1.78545 -2.86335
O: 2.07442 -6.56288 -6.94098
P: 1.01093 -5.86791 -6.15116
N: 1.06324 -6.67869 -4.63622
C: 0.89113 -8.12309 -4.57394
C: 2.25709 -6.29417 -3.88582
N: -0.37241 -6.26907 -7.16386
C: -1.18063 -7.44775 -6.93336
C: -0.11060 -6.10792 -8.58869
N: 0.22722 -4.52259 -5.48958
C: -0.64250 -4.52964 -4.33329
C: 0.21764 -3.28956 -6.25951
H: 1.01248 -8.45620 -3.54229
H: 1.61077 -8.66934 -5.19563
H: -0.11494 -8.41742 -4.86131
H: 2.35412 -5.20536 -3.85702
H: 3.17049 -6.70456 -4.33379
H: 2.18186 -6.63961 -2.85430
H: -0.61778 -8.38546 -7.06261
H: -2.01834 -7.45860 -7.63387
H: -1.62783 -7.43422 -5.93787
H: 0.44833 -6.95361 -9.01134
H: 0.47063 -5.20345 -8.77548
H: -1.05497 -6.00473 -9.12788
H: -1.22487 -5.44520 -4.24947
H: -1.35517 -3.70471 -4.38600
H: -0.06645 -4.40532 -3.41173
H: -0.72068 -3.18063 -6.81922
H: 1.03900 -3.27122 -6.97882
H: 0.34075 -2.41772 -5.61276

Calculated values
lowest unoccupied orbital energy	0.026	Ha
charge	-1
E_HOMO	-5.02	eV
relative energy (zero: lowest compared OMol25 entry of this formula, charge and spin)	94.5	kcal per mole
gap between HOMO and LUMO	5.71	eV